1.
This record from the OMol25 dataset describes C18H22IrO4S6 as an isolated structure. The level of theory is ωB97M-V/def2-TZVPD.

Geometry (Å):
Ir 1.24145 1.58681 0.30083
C -2.06140 1.05389 2.14402
C -1.79790 2.53387 1.92491
S -0.18173 3.11157 1.30970
C 0.81225 3.46633 2.78480
C 1.37977 2.25827 3.50166
S 1.96897 0.96198 2.34755
C 1.27654 -0.54118 3.10249
C -0.21069 -0.88006 3.07500
S -1.40088 0.34349 3.67780
H -1.71298 0.46252 1.30057
H -3.14454 0.93536 2.19896
H -1.98152 3.11961 2.82750
H -2.48683 2.90682 1.16447
H 0.20691 4.06604 3.46517
H 1.60707 4.10264 2.39506
H 0.63529 1.80398 4.14597
H 2.25164 2.54522 4.08920
H 1.65027 -0.47933 4.12741
H 1.83499 -1.34335 2.61485
H -0.33562 -1.74385 3.73106
H -0.51863 -1.18516 2.08156
O 0.00838 -0.14886 0.13094
S 0.53982 -1.24700 -0.84380
C -0.80398 -2.39444 -0.84141
C -2.07629 -2.04189 -1.28123
C -3.08802 -2.98076 -1.20523
C -2.82417 -4.25305 -0.70376
C -1.55176 -4.59425 -0.27467
C -0.52786 -3.65803 -0.33965
C 0.45518 -0.50827 -2.45214
C 1.29380 -1.02664 -3.42631
C 1.29235 -0.44436 -4.68312
C 0.47904 0.65032 -4.93992
C -0.34059 1.16983 -3.94704
C -0.35938 0.58964 -2.68830
H -2.26475 -1.05768 -1.68884
H -4.08291 -2.72980 -1.54713
H -3.62031 -4.98387 -0.65561
H -1.35156 -5.58620 0.10620
H 0.47415 -3.90974 -0.01438
H 1.95508 -1.85454 -3.20192
H 1.94694 -0.82817 -5.45301
H 0.49665 1.11371 -5.91698
H -0.96026 2.03270 -4.15040
H -0.98592 0.98943 -1.90048
O 4.85392 1.74785 -0.82268
S 3.55764 1.61260 -1.39530
O 3.40182 1.50408 -2.80837
O 2.72331 0.54252 -0.65086
S 2.32723 3.20938 -0.71510

## Properties
**HOMO**: -11.850 eV
**Net charge**: +1
**Orbital gap**: 7.5 eV
**Relative energy (zero: lowest compared OMol25 entry of this formula, charge and spin)**: 0.133 eV
**Lowest unoccupied orbital energy**: -0.160 Eh

2.
This record from the OMol25 dataset describes a 2-piece molecular cluster, C4H13N2O2 overall. The level of theory is ωB97M-V/def2-TZVPD.

Geometry (Å):
N -0.45314 -2.14027 0.66725
C 0.50232 -1.15744 0.13372
C -0.17913 0.23115 0.02003
C -1.76222 0.21006 -0.68145
O -2.51563 1.26525 -0.30037
C 1.83829 -1.04268 0.71373
N 2.78737 -0.23544 -0.07404
H -0.90945 -1.84248 1.57457
H -1.16940 -2.21554 0.02357
H 0.66716 -1.34340 -0.95670
H -0.14169 0.85308 0.95918
H 0.46720 0.96023 -0.52153
H -1.72358 0.31283 -1.72091
H -2.32965 -0.82845 -0.38027
H 1.74610 -0.58848 1.73303
H 2.23804 -2.09151 0.76341
H 2.94472 -0.54065 -1.11723
H 2.77812 0.62840 0.07319
H -1.72972 3.79325 0.16831
H -1.77366 2.37507 -0.40702
O -1.28205 3.39702 -0.67045

## Properties
**HOMO**: -3.621 eV
**Net charge**: -1
**Orbital gap**: 7.5 eV
**Relative energy (zero: lowest compared OMol25 entry of this formula, charge and spin)**: 2.742 eV
**Lowest unoccupied orbital energy**: 0.144 Eh

3.
This record from the OMol25 dataset describes a 10-piece molecular cluster, C27H75N5O10 overall. The level of theory is ωB97M-V/def2-TZVPD.

Geometry (Å):
C -1.61732 1.08098 2.82533
O -1.71955 0.09175 1.85465
C -1.01071 0.38165 0.67763
C -1.14129 -0.86089 -0.20205
C -0.90681 -2.18441 0.47865
N -0.13223 -0.67945 -1.28803
H -0.76663 1.74436 2.58478
H -1.29290 0.61233 3.78589
H -2.49606 1.72505 2.99749
H -1.36321 1.27100 0.15185
H 0.00867 0.61333 0.87361
H -2.10980 -0.87225 -0.68821
H -0.97801 -3.04749 -0.19797
H -1.72428 -2.38722 1.16896
H 0.01735 -2.26969 1.12962
H 0.63265 -1.36022 -1.17822
H 0.34792 0.15238 -1.43862
N -1.27245 -2.75714 -3.32664
C -0.92679 -2.31847 -4.59716
N -0.04074 -1.21062 -4.59590
O -1.35394 -2.82388 -5.60664
H -2.04562 -3.41945 -3.24575
H -0.98222 -2.19458 -2.53035
H 0.03305 -0.78310 -5.54826
H -0.08464 -0.58516 -3.81422
N 3.36904 3.23859 2.11367
C 2.29399 3.85060 1.44832
N 2.65597 5.10053 0.90193
O 1.20754 3.31762 1.33329
H 4.20699 3.79113 2.31551
H 3.35075 2.44350 2.73571
H 3.55050 5.50918 1.06168
H 2.04739 5.71566 0.30768
C 2.21429 -4.23387 -4.29205
C 2.25879 -3.16298 -3.18266
C 2.45603 -3.83620 -1.80442
O 3.34581 -2.26814 -3.39767
H 2.05989 -3.83638 -5.30285
H 1.35719 -4.96354 -4.14377
H 3.17283 -4.89585 -4.28050
H 1.36146 -2.52437 -3.15726
H 2.39824 -3.07005 -1.02995
H 3.38046 -4.43863 -1.83475
H 1.64617 -4.48092 -1.43868
H 3.38920 -1.92930 -4.33090
C 4.07804 -0.40765 2.19260
C 3.52889 -1.78838 1.96495
C 4.46783 -2.94858 2.42367
O 2.20188 -1.93244 2.49337
H 4.03743 -0.20090 3.23155
H 3.43651 0.30367 1.67798
H 5.11819 -0.30515 1.92590
H 3.36347 -2.03892 0.95412
H 4.52060 -2.99596 3.53336
H 5.48656 -2.74247 2.13014
H 4.10561 -3.91572 2.10665
H 2.16030 -2.07747 3.45376
C 4.71905 0.04397 -1.21057
C 3.32938 0.67957 -1.20510
C 3.38120 2.20063 -0.94668
O 2.73259 0.37066 -2.42556
H 5.42810 0.34056 -1.95506
H 4.47001 -1.02109 -1.24752
H 5.25375 0.10073 -0.25432
H 2.72840 0.16752 -0.40727
H 2.32962 2.59250 -0.90488
H 3.93327 2.82962 -1.62682
H 3.70858 2.35411 0.11613
H 2.86903 -0.57945 -2.61604
C -0.42151 4.11350 -3.42590
C 0.49830 5.13225 -2.79026
C 0.33669 6.56309 -3.39324
O 0.29656 5.29472 -1.36460
H -0.20618 3.04742 -3.24698
H -0.46802 4.19938 -4.51319
H -1.49287 4.33164 -3.08110
H 1.51237 4.81941 -3.05607
H 1.16595 7.21153 -2.99047
H -0.61967 6.87348 -3.03607
H 0.34361 6.51323 -4.50915
H 0.46999 4.43458 -1.01020
C -0.81010 5.00279 4.16206
C -0.41792 5.87181 2.91089
C -1.17017 5.55715 1.62656
O -0.66907 7.28824 3.30975
H -0.38576 3.98882 4.14158
H -1.92788 4.93402 4.09342
H -0.67853 5.41162 5.17628
H 0.70252 5.87411 2.70431
H -0.64289 4.64607 1.24552
H -0.86954 6.31586 0.86803
H -2.28493 5.38354 1.76014
H 0.09507 7.54587 3.79399
C -2.62788 -5.67435 2.06425
C -3.28588 -5.89063 0.68480
C -4.54564 -5.10048 0.55796
O -2.29180 -5.41745 -0.27764
H -3.26248 -5.99705 2.86673
H -2.50022 -4.60589 2.20696
H -1.62058 -6.07293 2.08366
H -3.35977 -6.96239 0.60366
H -5.04278 -5.21530 -0.43265
H -4.37851 -4.03690 0.75448
H -5.21404 -5.43322 1.34106
H -2.63925 -5.55028 -1.17242
C -6.29705 -1.49457 0.56192
C -5.73159 -1.49571 1.91212
C -6.45627 -2.26367 2.95416
O -4.36743 -2.01885 1.86111
H -6.19766 -2.46331 0.13999
H -5.84992 -0.72987 -0.04696
H -7.35192 -1.25152 0.55511
H -5.69277 -0.46412 2.27993
H -5.99442 -2.03894 3.91849
H -6.53834 -3.33433 2.70307
H -7.48473 -1.88769 3.07758
H -3.81036 -1.22948 1.73022

## Properties
**HOMO**: -9.349 eV
**Net charge**: 0
**Orbital gap**: 9.6 eV
**SMILES**: COC[C@H](C)N.NC(N)=O.NC(N)=O.CC(C)O.CC(C)O.CC(C)O.CC(C)O.CC(C)O.CC(C)O.CC(C)O
**Relative energy (zero: lowest compared OMol25 entry of this formula, charge and spin)**: 1.307 eV
**Lowest unoccupied orbital energy**: 0.010 Eh

4.
This record from the OMol25 dataset describes a 2-piece molecular cluster, C4H14NSi overall. The level of theory is ωB97M-V/def2-TZVPD.

Geometry (Å):
C -1.06288 1.78616 0.07050
C -1.61011 -0.79253 0.41354
C -0.64184 0.37889 0.68648
C 0.65124 -0.12437 -0.00292
N 0.36300 -0.15642 -1.45647
Si 1.94295 -1.38796 0.58563
H -0.31539 2.10103 -0.71441
H -1.08023 2.61760 0.70025
H -2.00152 1.70507 -0.28627
H -2.46744 -0.56140 0.91631
H -1.87230 -0.86203 -0.54875
H -1.21225 -1.79922 0.68362
H -0.34470 0.31868 1.82991
H 1.89354 1.87551 0.04189
H 1.30852 -0.06056 -1.90030
H -0.16945 -0.97799 -1.89328
H -0.25939 0.76058 -1.64133
H 2.17160 -1.00333 1.96278
H 3.29667 -1.04414 -0.03067
H 1.40998 -2.77356 0.58349

## Properties
**HOMO (alpha / beta)**: -13.522 / -14.652 eV
**Net charge**: +1
**Orbital gap (alpha / beta)**: 8.8 / 9.7 eV
**Relative energy (zero: lowest compared OMol25 entry of this formula, charge and spin)**: 6.561 eV
**Lowest unoccupied orbital energy (alpha / beta)**: -0.172 / -0.182 Eh